Record 1
This record from OMol25 describes a 3-piece molecular cluster, C24H43B3ClN2O9 overall at a distorted geometry. The level of theory is ωB97M-V/def2-TZVPD.

The geometry in ORCA input format:
```
! wB97M-V def2-TZVPD RIJCOSX def2/J DEFGRID3
* xyz -1 1
C 1.454 2.758 3.477
C 1.386 1.121 3.707
B 1.847 0.303 2.319
O 3.264 -0.204 2.349
C 0.838 0.111 1.006
C 1.512 1.147 -0.073
C 0.443 1.996 -0.982
C 1.366 3.004 -1.945
O 1.394 2.803 -3.282
O 2.196 4.097 -1.340
O -0.476 0.545 1.583
B -1.481 -0.529 1.866
Cl -1.378 -1.376 3.558
C -2.924 0.212 1.500
C -4.225 -0.581 2.107
C -5.539 0.420 1.914
C -6.266 0.018 0.471
C -7.298 -1.251 0.814
O -7.270 -2.266 -0.280
C -7.985 -1.713 -1.478
O -1.002 -1.620 0.987
C 0.407 -1.402 0.545
C 0.276 -1.748 -1.073
O -0.904 -2.671 -1.175
C -0.830 -3.476 -2.404
B 1.275 -2.704 1.080
O 0.652 -3.726 1.946
O 2.722 -2.730 0.661
C 3.288 -4.077 0.849
H 0.385 3.249 3.370
H 2.154 3.068 2.584
H 1.934 3.227 4.463
H 2.141 0.875 4.568
H 0.299 0.861 4.055
H 3.185 -1.047 2.921
H 2.124 1.945 0.570
H 2.306 0.549 -0.693
H -0.189 1.351 -1.734
H -0.320 2.647 -0.372
H 2.711 3.729 -0.547
H -2.928 1.294 1.999
H -3.048 0.381 0.326
H -4.158 -0.833 3.254
H -4.476 -1.600 1.542
H -5.245 1.565 1.879
H -6.305 0.280 2.803
H -5.482 -0.314 -0.335
H -6.860 0.949 0.022
H -8.394 -0.811 0.992
H -6.876 -1.722 1.824
H -9.076 -1.325 -1.190
H -7.337 -0.878 -2.003
H -8.150 -2.604 -2.247
H 1.233 -2.293 -1.508
H 0.022 -0.819 -1.737
H -0.159 -4.421 -2.239
H -0.525 -2.851 -3.351
H -1.928 -3.879 -2.625
H 0.192 -4.368 1.306
H 3.150 -4.502 1.946
H 4.467 -3.984 0.697
H 2.935 -4.851 0.022
N 0.873 3.699 -6.364
C 1.374 4.822 -6.970
C 0.843 4.895 -8.238
C -0.012 3.779 -8.402
C 0.023 3.059 -7.228
H 1.095 3.391 -5.427
H 2.065 5.471 -6.448
H 1.049 5.668 -8.967
H -0.592 3.528 -9.280
H -0.483 2.149 -6.935
N 7.173 -1.326 4.561
C 7.674 -0.203 3.955
C 7.143 -0.130 2.687
C 6.288 -1.246 2.523
C 6.323 -1.966 3.697
H 7.395 -1.634 5.498
H 8.365 0.446 4.477
H 7.349 0.643 1.958
H 5.708 -1.497 1.645
H 5.817 -2.876 3.990
*
```

***

Record 2
This record from OMol25 describes a 2-piece molecular cluster, C4H12 overall at a distorted geometry. The level of theory is ωB97M-V/def2-TZVPD.

The geometry in ORCA input format:
```
! wB97M-V def2-TZVPD RIJCOSX def2/J DEFGRID3
* xyz 0 1
C -0.922 -1.500 0.992
C -0.556 -2.593 -0.018
H -1.918 -1.155 0.701
H -0.918 -1.896 2.005
H -0.287 -0.642 0.988
H 0.435 -3.000 0.201
H -0.487 -2.246 -1.047
H -1.260 -3.413 0.092
C 1.325 1.940 -0.020
C 0.171 2.168 -0.997
H 1.336 2.628 0.819
H 1.314 0.934 0.386
H 2.289 2.042 -0.517
H 0.504 2.746 -1.852
H -0.393 1.265 -1.238
H -0.633 2.721 -0.496
*
```

Values from the calculation:
SMILES string ... CC.CC
ΔE to the lowest compared entry with this formula, charge and spin ... 24.4 kJ/mol

***

Record 3
This record from OMol25 describes a 2-piece molecular cluster, CH4Cl2NOP overall at a distorted geometry. The level of theory is ωB97M-V/def2-TZVPD.

The geometry in ORCA input format:
```
! wB97M-V def2-TZVPD RIJCOSX def2/J DEFGRID3
* xyz 0 1
O -1.375 0.065 0.721
P -1.226 -1.342 -0.020
Cl -1.667 -0.560 -1.824
Cl -2.936 -2.241 0.479
H -1.803 0.898 0.359
C 2.118 0.865 0.208
N 1.542 0.351 -0.774
H 2.992 1.408 0.186
H 1.714 0.681 1.242
H 0.640 -0.127 -0.577
*
```

Values from the calculation:
SMILES string ... OP(Cl)Cl.C=N
ΔE to the lowest compared entry with this formula, charge and spin ... 148.2 kJ/mol

***

Record 4
This record from OMol25 describes a single C2H4N4O molecule. The level of theory is ωB97M-V/def2-TZVPD.

The geometry in ORCA input format:
```
! wB97M-V def2-TZVPD RIJCOSX def2/J DEFGRID3
* xyz 0 1
N 2.084 0.325 -0.015
C 0.751 0.118 0.005
N 0.227 -0.925 0.638
N -1.157 -0.751 0.344
C -1.290 0.659 -0.400
O -2.417 1.066 -0.518
N -0.048 1.033 -0.619
H 2.711 -0.406 0.278
H 2.428 1.050 -0.622
H -1.501 -1.524 -0.230
H -1.789 -0.644 1.140
*
```

Values from the calculation:
SMILES string ... NC1=N[NH2+]C([O-])=N1
ΔE to the lowest compared entry with this formula, charge and spin ... 87.6 kJ/mol

***

Record 5
This record from OMol25 describes a 2-piece molecular cluster, C7H7O4S overall at a distorted geometry. The level of theory is ωB97M-V/def2-TZVPD.

The geometry in ORCA input format:
```
! wB97M-V def2-TZVPD RIJCOSX def2/J DEFGRID3
* xyz -1 1
C -0.171 0.603 -2.371
C -0.733 -0.262 -1.471
C 1.002 1.054 -1.805
C 0.002 -0.195 -0.324
C 1.767 2.101 -2.320
C 0.368 -0.196 2.508
C -0.204 -1.236 1.514
O -2.574 -2.030 0.544
O 2.756 2.570 -1.827
O -2.255 -1.942 3.059
O 1.113 0.532 -0.483
S -2.170 -1.256 1.729
H -0.624 0.773 -3.332
H -1.700 -0.842 -1.606
H 1.466 2.566 -3.280
H 1.341 0.222 2.203
H 0.639 -0.768 3.294
H -0.302 0.577 2.741
H 0.279 -2.270 1.229
*
```

Values from the calculation:
ΔE to the lowest compared entry with this formula, charge and spin ... 217.9 kJ/mol

***

Record 6
This record from OMol25 describes a single C15H20N2O4 molecule at a distorted geometry. The level of theory is ωB97M-V/def2-TZVPD.

The geometry in ORCA input format:
```
! wB97M-V def2-TZVPD RIJCOSX def2/J DEFGRID3
* xyz 0 1
C -1.135 -2.498 1.515
O -2.304 -2.021 0.736
C -2.263 -1.396 -0.267
O -1.329 -1.565 -0.861
C -3.481 -0.523 -0.863
C -3.111 0.549 -1.859
C -2.544 1.816 -1.110
N -2.014 1.152 0.210
C -0.759 1.043 0.762
O -0.561 0.666 1.761
N 0.099 0.922 -0.145
C 1.560 0.492 -0.017
C 2.198 0.004 -1.021
C 3.691 -0.107 -1.040
C 4.222 0.157 0.318
O 5.578 0.059 0.196
C 6.429 -0.700 -0.579
C 3.490 0.705 1.146
C 2.075 1.080 1.262
C -3.128 1.075 1.206
C -4.187 0.045 0.459
H -1.401 -3.221 2.159
H -0.469 -2.912 0.612
H -0.491 -1.787 1.884
H -4.049 -1.350 -1.049
H -2.302 0.040 -2.469
H -3.988 1.049 -2.314
H -3.211 2.551 -0.870
H -1.715 2.283 -1.455
H -0.189 0.680 -1.319
H 1.736 -0.097 -2.067
H 4.136 -0.718 -1.730
H 5.982 -1.909 -0.811
H 7.391 -0.641 -0.198
H 6.289 -0.153 -1.370
H 4.001 1.008 2.318
H 1.647 1.557 1.974
H -3.671 1.841 1.462
H -2.757 0.577 2.345
H -4.485 -0.446 1.177
H -4.979 0.690 -0.088
*
```

Values from the calculation:
SMILES string ... COC(=O)C1CCN(C(=O)Nc2ccc(OC)cc2)CC1
ΔE to the lowest compared entry with this formula, charge and spin ... 1602.0 kJ/mol

***

Number 1: Kohn-Sham gap 7.63 eV, E_LUMO 2.293 eV. Number 2: Kohn-Sham gap 12.79 eV, E_LUMO 1.136 eV. Number 3: Kohn-Sham gap 10.28 eV, E_LUMO 0.505 eV. Number 4: Kohn-Sham gap 9.88 eV, E_LUMO 0.620 eV. Number 5: Kohn-Sham gap 7.10 eV, E_LUMO 3.258 eV. Number 6: Kohn-Sham gap 8.30 eV, E_LUMO 0.354 eV.